Entry 1:
19
Properties=species:S:1:pos:R:3:nbo_charge:R:1 method="wB97M-V/def2-TZVPD" max_force_ha_per_bohr=0.0619 total_energy_ev=-92362.546 homo_lumo_gap_ev=3.980 homo_energy_ev=-3.68 total_charge=-1
C -0.841 -0.845 0.855 -0.248
C 0.340 -0.594 1.486 -0.179
C -1.040 -0.208 -0.432 -0.229
C 1.282 0.360 1.063 -0.206
C -0.123 0.768 -0.794 -0.206
C 1.160 1.034 -0.119 0.004
C 2.315 1.801 -0.650 -0.646
O -5.861 -1.323 -0.152 -0.826
O -4.267 -2.985 -0.972 -0.810
S -4.477 -1.677 -0.344 1.642
Br 4.575 -1.113 0.011 -0.990
H -1.593 -1.463 1.232 0.187
H 0.612 -1.151 2.420 0.204
H -1.979 -0.260 -0.968 0.181
H 2.214 0.254 1.557 0.244
H -0.441 1.249 -1.713 0.192
H 2.619 1.588 -1.718 0.228
H 3.167 1.675 -0.071 0.255
H 2.337 2.890 -0.690 0.203

=====

Entry 2:
110
Properties=species:S:1:pos:R:3:lowdin_charge:R:1 method="wB97M-V/def2-TZVPD" max_force_ha_per_bohr=0.0402 total_energy_ev=-255436.543 homo_lumo_gap_ev=7.458 homo_energy_ev=-11.06 total_charge=+1
C -2.862 -0.140 -1.742 0.094
C -1.621 -0.013 -1.186 -0.145
N -1.227 1.052 -0.331 -0.032
C -1.091 2.369 -0.518 -0.286
C -1.349 2.951 -1.840 -0.061
C -0.033 2.987 -2.709 -0.354
C 1.139 2.230 -2.083 -0.096
C -0.266 2.400 -4.103 -0.080
N -0.682 2.991 0.576 0.246
C -0.512 2.047 1.518 -0.300
N -0.076 2.248 2.748 -0.016
N 0.068 1.177 3.687 0.112
C 1.272 0.750 3.783 -0.365
C 2.384 1.052 2.821 0.007
C 1.562 -0.164 4.919 -0.058
C 0.243 3.562 3.235 -0.209
C 1.044 4.431 2.506 -0.034
C 1.320 5.682 3.032 -0.063
C 0.821 6.068 4.265 -0.070
C 0.045 5.179 4.998 -0.064
C -0.243 3.926 4.482 -0.014
N -0.863 0.830 0.994 -0.368
Cl -0.929 -0.721 1.624 0.832
H -3.279 0.608 -2.412 0.063
H -3.475 -1.010 -1.520 0.081
H -0.855 -0.739 -1.450 0.119
H -2.142 2.420 -2.360 0.090
H -1.682 3.983 -1.739 0.133
H 0.269 4.033 -2.759 0.138
H 0.915 1.171 -1.921 0.077
H 1.956 2.248 -2.808 0.046
H 1.527 2.696 -1.178 0.041
H 0.524 2.787 -4.746 0.007
H -0.117 1.318 -4.049 0.085
H -1.249 2.633 -4.509 0.078
H 3.336 0.737 3.244 0.092
H 2.229 0.432 1.932 0.093
H 2.448 2.105 2.554 0.074
H 0.654 -0.462 5.437 0.063
H 2.045 -1.077 4.565 0.062
H 2.234 0.323 5.628 0.102
H 1.438 4.143 1.540 0.084
H 1.923 6.371 2.455 0.111
H 1.042 7.042 4.678 0.110
H -0.363 5.444 5.964 0.110
H -0.841 3.219 5.040 0.116
Cl -7.792 1.786 0.979 0.563
C -6.179 1.050 1.092 -0.672
C -5.081 2.080 1.038 -0.643
Cl -4.961 2.856 -0.568 0.549
H -6.088 0.327 0.285 0.024
H -6.134 0.523 2.044 0.077
H -4.120 1.604 1.233 0.056
H -5.233 2.867 1.772 0.072
Cl -7.024 0.073 -2.404 0.534
C -7.732 1.384 -3.389 -0.645
C -9.177 1.628 -3.039 -0.663
Cl -10.220 0.268 -3.520 0.549
H -7.612 1.115 -4.435 0.069
H -7.150 2.281 -3.188 0.064
H -9.532 2.510 -3.569 0.076
H -9.301 1.785 -1.970 0.052
Cl 4.106 4.149 -3.994 0.544
C 5.289 3.602 -2.770 -0.659
C 4.642 3.009 -1.548 -0.670
Cl 3.771 4.236 -0.575 0.558
H 5.915 4.452 -2.511 0.073
H 5.906 2.847 -3.251 0.013
H 5.408 2.582 -0.904 0.061
H 3.935 2.230 -1.811 0.004
Cl -1.740 2.259 -7.957 0.536
C -0.277 2.005 -8.947 -0.656
C 0.913 1.633 -8.103 -0.645
Cl 1.454 2.988 -7.077 0.574
H -0.095 2.914 -9.514 0.070
H -0.499 1.197 -9.642 0.075
H 1.751 1.366 -8.744 0.074
H 0.689 0.791 -7.453 0.068
Cl 2.748 -3.077 7.237 0.545
C 1.342 -4.173 7.347 -0.648
C 0.907 -4.668 5.994 -0.652
Cl 0.225 -3.351 5.002 0.549
H 0.543 -3.637 7.852 0.069
H 1.642 -5.017 7.965 0.077
H 0.127 -5.420 6.103 0.077
H 1.732 -5.104 5.439 0.040
Cl 1.560 -6.412 2.801 0.543
C 0.358 -6.367 1.486 -0.660
C -0.665 -5.279 1.690 -0.663
Cl -1.731 -5.614 3.075 0.536
H -0.108 -7.348 1.433 0.032
H 0.907 -6.191 0.563 0.075
H -1.301 -5.208 0.809 0.072
H -0.188 -4.316 1.861 0.046
Cl 4.018 -0.117 -3.412 0.563
C 5.505 -0.418 -4.358 -0.636
C 6.682 -0.764 -3.482 -0.635
Cl 7.225 0.623 -2.497 0.587
H 5.699 0.468 -4.958 0.072
H 5.292 -1.251 -5.025 0.076
H 7.525 -1.057 -4.105 0.078
H 6.449 -1.580 -2.804 0.070
Cl -0.302 -9.185 3.702 0.543
C 0.589 -10.719 3.545 -0.647
C 1.786 -10.566 2.643 -0.657
Cl 1.314 -10.273 0.947 0.539
H -0.101 -11.472 3.172 0.070
H 0.916 -11.009 4.542 0.075
H 2.377 -11.480 2.657 0.074
H 2.414 -9.736 2.958 0.059

=====

Entry 3:
19
Properties=species:S:1:pos:R:3:nbo_charge:R:1 method="wB97M-V/def2-TZVPD" max_force_ha_per_bohr=0.0803 total_energy_ev=-10930.205 homo_lumo_gap_ev=10.270 de_lowest_kcal_mol=44.8 homo_energy_ev=-14.59 total_charge=+1
C -0.820 -0.242 -1.172 -0.077
C -0.194 -0.275 -2.372 -0.339
C -1.193 1.258 0.705 0.090
N -0.417 0.876 -0.218 -0.420
H -1.716 -0.742 -0.835 0.250
H 0.614 0.431 -2.680 0.224
H -0.536 -0.998 -3.265 0.265
H -0.902 2.045 1.446 0.241
H -2.244 0.834 0.648 0.255
H 0.497 1.277 -0.316 0.470
H 4.366 -0.569 1.873 0.491
H 3.179 -1.409 2.423 0.492
O 3.398 -0.610 1.872 -0.970
H -4.532 -0.736 1.093 0.486
H -3.449 -1.743 1.480 0.494
O -3.610 -0.805 1.072 -0.968
H 2.748 0.103 0.097 0.522
H 2.457 0.451 -1.378 0.475
O 2.351 0.851 -0.474 -0.983

=====

Entry 4:
26
Properties=species:S:1:pos:R:3:nbo_charge:R:1 method="wB97M-V/def2-TZVPD" max_force_ha_per_bohr=0.0409 total_energy_ev=-16725.267 homo_lumo_gap_ev=7.819 de_lowest_kcal_mol=11.9 homo_energy_ev=-4.43 total_charge=-1
C 1.211 2.878 1.614 -0.522
C 1.655 3.577 0.306 -0.620
C 1.819 1.460 1.735 0.787
O 2.612 1.046 0.889 -0.731
O 1.424 0.820 2.776 -0.819
H 1.510 3.399 2.525 0.210
H 0.129 2.774 1.512 0.209
H 2.378 4.373 0.512 0.183
H 0.764 4.019 -0.157 0.182
H 2.163 2.910 -0.382 0.238
C -1.668 -2.178 -3.044 -0.615
C -1.704 -2.064 0.774 -0.307
C -2.030 -2.376 -0.539 -0.204
C -0.524 -1.363 1.060 0.353
C -1.214 -2.132 -1.626 -0.107
C 0.308 -1.052 -0.041 -0.309
C 0.029 -1.523 -1.293 -0.175
O -0.351 -0.799 2.242 -0.715
H -2.342 -2.354 1.593 0.203
H -2.990 -2.867 -0.729 0.183
H 0.534 -0.315 2.457 0.522
H 1.060 -0.297 0.150 0.256
H -1.767 -1.165 -3.438 0.206
H -2.661 -2.629 -3.066 0.201
H 0.687 -1.359 -2.133 0.188
H -1.031 -2.783 -3.696 0.202